The following is a quantum chemistry calculation of one molecule with the formula C21H26N2O4S, from OMol25.

Structure (XYZ):
```
54
Properties=species:S:1:pos:R:3:forces:R:3
C -6.091236 -1.049766 -1.505743 0.028 0.028 0.015
C -4.733642 -1.219861 -0.899656 0.100 -0.111 -0.054
C -3.623323 -1.477691 -1.694970 -0.045 -0.052 0.120
C -2.365314 -1.599678 -1.131013 0.117 -0.121 -0.090
C -2.221924 -1.465350 0.233979 0.669 -0.240 0.061
S -0.604247 -1.632523 0.975692 -0.128 -0.007 0.513
O -0.702586 -2.514594 2.100490 -0.242 0.138 0.095
O 0.334508 -1.964168 -0.063253 -0.275 0.176 -0.285
N -0.175963 -0.172750 1.643351 -0.155 -0.834 -0.055
C -0.160014 1.099455 0.925803 -0.017 0.235 -0.444
C 0.825983 1.029303 -0.241591 0.205 0.298 0.240
C 2.243298 0.898871 0.312858 -0.452 -0.233 -0.263
O 2.913548 1.873870 0.600859 0.124 0.426 0.077
N 2.638760 -0.368012 0.500915 0.227 -0.402 0.029
C 3.977606 -0.692457 0.915806 0.223 0.061 -0.371
C 4.831956 -1.163061 -0.284148 0.021 -0.193 0.420
C 6.326496 -1.144106 0.064749 -0.250 -0.080 -0.168
C 6.728621 0.299620 -0.268468 -0.088 0.051 -0.078
C 5.573433 0.809664 -1.155525 0.185 0.457 -0.021
O 4.710904 -0.291794 -1.383629 -0.144 -0.133 -0.134
C -1.565703 1.520313 0.543343 -0.062 0.348 -0.014
C -2.037540 1.507327 -0.761659 0.110 0.153 0.142
C -3.344966 1.868575 -1.039847 -0.065 0.043 -0.034
C -4.199594 2.245314 -0.019978 -0.039 0.061 -0.029
C -3.738653 2.265617 1.285168 -0.011 0.056 0.117
C -2.432498 1.907856 1.560950 0.067 0.059 -0.111
C -3.312882 -1.232021 1.048051 -0.139 -0.009 0.108
C -4.564924 -1.104998 0.477859 0.182 -0.062 -0.012
H -6.120173 -1.441895 -2.518644 -0.056 -0.016 -0.072
H -6.846840 -1.554813 -0.908350 -0.095 -0.024 -0.002
H -6.347208 0.009093 -1.540612 -0.083 0.089 -0.034
H -3.743477 -1.583132 -2.762997 -0.016 -0.018 -0.115
H -1.491642 -1.804672 -1.729099 0.067 -0.010 -0.140
H -0.570001 -0.116851 2.568135 -0.039 -0.069 0.233
H 0.231448 1.838934 1.639102 -0.064 -0.214 -0.087
H 0.771957 1.964732 -0.799887 0.046 -0.091 0.002
H 0.597466 0.185867 -0.889126 -0.047 0.107 -0.130
H 2.025988 -1.121799 0.214894 0.053 0.193 0.022
H 4.407570 0.217709 1.340457 0.002 -0.127 0.076
H 3.952642 -1.478398 1.674998 0.070 0.064 0.012
H 4.474114 -2.140516 -0.621523 0.053 0.044 0.044
H 6.861307 -1.848470 -0.572016 -0.007 -0.035 0.053
H 6.506275 -1.403949 1.105460 0.056 -0.058 0.067
H 6.813468 0.904529 0.632687 0.044 0.034 0.000
H 7.680721 0.336170 -0.794317 0.033 0.018 0.052
H 5.909540 1.158659 -2.134066 -0.009 0.008 0.081
H 5.021484 1.617860 -0.660900 0.075 -0.086 -0.068
H -1.387475 1.218235 -1.571782 0.099 -0.049 -0.100
H -3.694368 1.856010 -2.061540 -0.044 -0.019 -0.103
H -5.217694 2.530160 -0.239638 -0.100 0.030 -0.029
H -4.395137 2.566928 2.087906 -0.061 0.034 0.075
H -2.073361 1.938156 2.580620 0.036 0.014 0.147
H -3.172754 -1.164659 2.115410 -0.071 0.041 0.157
H -5.423971 -0.916862 1.104450 -0.088 0.027 0.087
```
Forces are in eV/Å.

Its spin multiplicity is 1. As for the HOMO-LUMO gap: 9.557 eV. The SMILES is Cc1ccc(S(=O)(=O)N[C@@H](CC(=O)NC[C@@H]2CCCO2)c2ccccc2)cc1. The LUMO energy is 0.530 eV. As for the total energy: -44204.84371 eV. Its energy above the lowest of the compared OMol25 structures with the same formula, charge and spin is 7.3 kcal/mol. For the HOMO energy, the calculation gives -9.027 eV.

Results of the Mulliken charge analysis, in e, for atoms 1 through 2: -1.459 0.967